a:
{"formula": "C3H8NOS", "method": "the ωB97M-V functional and the def2-TZVPD basis", "charge": 1, "species": ["C", "C", "C", "N", "O", "S", "H", "H", "H", "H", "H", "H", "H", "H"], "coordinates": [[2.8576, 1.2024, 0.8991], [2.2380, 0.8437, -0.0687], [0.8699, -1.5278, -0.0988], [-1.5587, 0.9258, -0.5145], [-0.3739, -1.3206, 0.5712], [1.4147, -0.1303, -1.1627], [-2.5273, 1.2082, -0.5816], [3.5458, 1.6464, 1.5552], [1.6559, -1.8564, 0.6314], [0.5817, -2.4247, -0.8574], [-1.3820, -0.0368, 0.0395], [-1.0122, 0.9570, -1.3892], [-0.9750, 1.5254, 0.1280], [-0.1151, -0.9994, 1.4489]]}


b:
{"formula": "C3H8NOS", "method": "the ωB97M-V functional and the def2-TZVPD basis", "smiles": "[NH2+]=CCCOS", "charge": 1, "species": ["C", "C", "C", "N", "O", "S", "H", "H", "H", "H", "H", "H", "H", "H"], "coordinates": [[0.6264, -0.5718, 0.4662], [-0.8602, -0.6189, 0.8005], [-1.4821, -0.1024, -0.4767], [-1.2577, 1.1241, -0.7599], [1.1372, 0.5907, -0.1807], [2.8070, 0.7517, -0.1307], [1.2401, -0.6746, 1.4550], [0.9278, -1.4783, -0.0508], [-1.2598, 0.0068, 1.6736], [-1.9343, -0.6954, -1.2295], [-1.1064, -1.5915, 1.1780], [-0.6091, 1.5323, 0.0476], [-1.4617, 1.7483, -1.5597], [3.2328, -0.0210, -1.2328]]}


Calculated relative energies: a 4.3; b 0.0, given in kcal/mol


a:
{"formula": "C4H2N2O", "method": "the ωB97M-V functional and the def2-TZVPD basis", "smiles": "N#CC#CC(N)=O", "charge": 0, "species": ["N", "C", "O", "C", "C", "C", "N", "H", "H"], "coordinates": [[0.3057, -1.4357, -1.1995], [1.0002, -0.7594, -0.2504], [2.1491, -0.9837, 0.0662], [0.2116, 0.3147, 0.3795], [-0.4447, 1.1923, 0.8834], [-1.2900, 2.1537, 1.4084], [-2.0499, 2.9283, 1.8176], [-0.6580, -1.2314, -1.4111], [0.7759, -2.1788, -1.6940]]}


b:
{"formula": "C4H2N2O", "method": "the ωB97M-V functional and the def2-TZVPD basis", "charge": 0, "species": ["N", "C", "O", "C", "C", "C", "N", "H", "H"], "coordinates": [[-1.2872, 0.5709, 0.1656], [-0.7187, -0.6329, -0.0776], [-1.3264, -1.6715, -0.2121], [0.7982, -0.6096, -0.1805], [1.5851, -1.6098, -0.5362], [1.6498, 0.5147, 0.0877], [2.3609, 1.4060, 0.2989], [-0.7668, 1.4313, 0.2354], [-2.2949, 0.6011, 0.2189]]}


Calculated relative energies: a 0.0; b 48.7, given in kcal/mol


a:
{"formula": "C11H18N2", "method": "the ωB97M-V functional and the def2-TZVPD basis", "charge": 0, "species": ["C", "C", "C", "C", "C", "C", "C", "C", "C", "C", "C", "N", "N", "H", "H", "H", "H", "H", "H", "H", "H", "H", "H", "H", "H", "H", "H", "H", "H", "H", "H"], "coordinates": [[-2.7916, -0.0274, 0.1049], [-0.0841, 1.7301, -1.1504], [-0.3121, 1.8322, 0.3695], [-1.0241, -0.6477, -1.5337], [0.2794, 0.2373, -1.3425], [-1.7485, -0.8977, -0.2579], [0.0915, 0.5436, 0.8784], [1.0936, -0.0680, -0.0882], [0.2272, 0.2388, 2.2715], [2.4958, 0.6718, -0.1735], [1.2513, -1.5518, 0.0527], [-3.2736, 0.9468, 0.5107], [-1.7543, -2.2073, 0.3612], [-0.9612, 2.1306, -1.7996], [0.7746, 2.4225, -1.3341], [0.1038, 2.6730, 0.9152], [-1.4683, 1.9105, 0.4405], [-1.7130, -0.1616, -2.2954], [-0.7225, -1.6091, -1.9959], [0.9489, 0.0662, -2.2292], [0.1716, -0.8353, 2.2714], [-0.5030, 0.5940, 2.9356], [1.1626, 0.7632, 2.7488], [3.0506, 0.0459, 0.4176], [2.4980, 1.7028, 0.2851], [2.7676, 0.6594, -1.2072], [2.1171, -1.8055, 0.7276], [1.4635, -2.1631, -0.7968], [0.2524, -1.9361, 0.4308], [-2.6981, -2.2512, 0.7759], [-1.6951, -3.0067, -0.2928]]}


b:
{"formula": "C11H18N2", "method": "the ωB97M-V functional and the def2-TZVPD basis", "charge": 0, "species": ["C", "C", "C", "C", "C", "C", "C", "C", "C", "C", "C", "N", "N", "H", "H", "H", "H", "H", "H", "H", "H", "H", "H", "H", "H", "H", "H", "H", "H", "H", "H"], "coordinates": [[0.3059, -1.3186, -0.6664], [-1.8345, 0.0588, -0.7001], [-1.2189, -1.1118, -0.7427], [-1.3151, 1.4493, -0.7747], [-0.0939, 1.3768, -1.6428], [1.3674, -0.3323, -0.4257], [-3.4298, 0.1659, -0.5929], [-2.0005, -2.3668, -0.2702], [3.1356, -1.7104, 1.0920], [1.9906, 2.0845, -0.4163], [2.7948, -0.8919, -0.1715], [0.6578, -2.5210, -0.7382], [1.1097, 0.9758, -0.7878], [-2.0500, 2.2266, -1.0798], [-0.8726, 1.8023, 0.1553], [-0.1410, 0.7095, -2.5062], [0.3951, 2.2227, -2.0770], [-3.8413, 0.6584, -1.3965], [-3.7906, 0.6303, 0.2397], [-3.8036, -0.8684, -0.5609], [-1.3542, -3.2053, -0.3423], [-2.8734, -2.3962, -0.8869], [-2.0388, -2.1962, 0.8381], [4.2783, -2.1186, 0.9202], [2.4820, -2.5395, 1.2393], [3.1499, -1.2590, 2.0658], [2.9064, 2.1118, -0.8500], [1.5205, 3.0300, -0.6879], [2.2191, 2.1323, 0.6918], [2.8142, -1.6591, -0.9847], [3.5494, -0.1688, -0.4323]]}


Calculated relative energies: a 0.0; b 37.8, given in kcal/mol


a:
{"formula": "C4H3NO3", "method": "the ωB97M-V functional and the def2-TZVPD basis", "smiles": "O=C(O)c1ccno1", "charge": 0, "species": ["C", "C", "C", "C", "H", "H", "H", "N", "O", "O", "O"], "coordinates": [[0.6863, 1.1075, 0.6530], [-0.0547, -0.1000, 0.1435], [-0.8103, -1.0167, 0.7602], [-1.3074, -1.7945, -0.3535], [1.0911, 1.4321, -1.1431], [-0.9506, -1.1744, 1.7985], [-1.9796, -2.6556, -0.3178], [-0.7844, -1.3995, -1.4821], [1.3100, 1.8199, -0.2890], [0.7579, 1.3732, 1.8261], [-0.0371, -0.3161, -1.1848]]}


b:
{"formula": "C4H3NO3", "method": "the ωB97M-V functional and the def2-TZVPD basis", "smiles": "O=C1C=COC=NO1", "charge": 0, "species": ["C", "C", "C", "C", "H", "H", "H", "N", "O", "O", "O"], "coordinates": [[-0.9986, 0.9530, 0.3670], [1.1711, -0.0193, -1.3546], [0.3253, -1.0390, 0.7247], [-0.7382, -0.3664, 0.8655], [1.8120, -0.0656, -2.2294], [0.5538, -1.7533, 1.7270], [-1.4793, -0.8752, 1.5311], [0.5262, 1.1082, -1.5291], [-1.9911, 1.4795, 0.8584], [-0.3178, 1.6691, -0.5482], [1.1365, -1.0909, -0.4124]]}


Calculated relative energies: a 0.0; b 79.8, given in kcal/mol